14
Properties=species:S:1:pos:R:3:forces:R:3 method="wB97M-V/def2-TZVPD" total_charge=0 homo_energy_ev="-7.6 / -7.8" e_above_lowest_kj_mol=301.5 lumo_energy_ev="0.18 / 0.53"
H 2.298 -0.406 -0.573 0.2 -0.2 1.2
H -2.025 -1.795 -0.232 0.7 0.8 1.1
I -1.406 -0.916 2.373 -0.5 -0.1 -0.3
C 1.478 -0.709 0.129 -1.4 -1.7 -3.0
C -1.801 -0.831 0.312 0.9 0.8 -2.0
C 0.357 0.076 -0.536 -2.4 -1.5 1.0
F 0.040 -0.300 -1.803 0.8 0.4 0.2
H 0.471 2.218 -1.085 0.0 -0.5 0.2
H 1.521 -0.379 1.166 0.5 -0.5 -0.2
H 0.934 1.789 0.622 -0.9 -0.1 -0.8
C 0.249 1.547 -0.236 -1.0 -0.1 0.6
H -2.571 -0.083 -0.068 1.2 -0.6 1.0
H -0.849 1.671 0.033 1.5 0.5 -0.1
H 1.305 -1.882 -0.101 0.4 2.8 1.1